Entry 1:
# C21H21N3O4

The molecule C21H21N3O4 (ωB97M-V/def2-TZVPD, the OMol25 dataset).

Structure (XYZ):
```
49
Properties=species:S:1:pos:R:3:nbo_charge:R:1
C 0.46 5.71 2.07 -0.25
O 0.20 4.44 2.62 -0.49
C 0.95 3.38 2.22 0.31
C 1.97 3.44 1.28 -0.32
C 2.66 2.28 0.94 -0.12
C 2.35 1.07 1.53 -0.09
C 3.09 -0.18 1.11 -0.23
N 2.78 -0.52 -0.27 -0.37
C 3.64 -0.20 -1.27 0.02
C 3.33 -0.43 -2.57 -0.28
C 2.09 -1.01 -2.91 -0.20
C 1.23 -1.34 -1.90 0.08
N -0.02 -1.90 -2.05 -0.63
C -0.76 -2.06 -3.19 0.80
O -0.32 -1.92 -4.31 -0.64
N -2.07 -2.43 -2.98 -0.65
C -2.81 -2.54 -1.80 0.26
C -3.76 -3.55 -1.70 -0.31
C -4.51 -3.68 -0.54 -0.17
C -4.30 -2.83 0.53 -0.31
C -3.35 -1.81 0.43 0.42
O -3.21 -1.02 1.53 -0.51
C -2.16 -0.07 1.54 -0.27
C -2.63 -1.65 -0.74 -0.42
C 1.55 -1.09 -0.51 0.60
O 0.78 -1.36 0.41 -0.69
C 1.33 1.01 2.46 -0.16
C 0.63 2.15 2.80 -0.26
H 0.31 5.71 0.98 0.18
H 1.48 6.04 2.29 0.18
H -0.24 6.39 2.54 0.20
H 2.24 4.37 0.80 0.22
H 3.45 2.35 0.20 0.20
H 4.17 -0.05 1.21 0.21
H 2.76 -1.02 1.74 0.24
H 4.58 0.24 -0.97 0.21
H 4.04 -0.17 -3.35 0.23
H 1.82 -1.19 -3.93 0.26
H -0.45 -2.12 -1.15 0.44
H -2.52 -2.76 -3.82 0.41
H -3.91 -4.22 -2.53 0.21
H -5.25 -4.46 -0.47 0.22
H -4.86 -2.94 1.44 0.22
H -2.16 0.34 2.55 0.19
H -1.19 -0.53 1.33 0.21
H -2.35 0.74 0.83 0.17
H -1.96 -0.81 -0.85 0.23
H 1.06 0.07 2.91 0.22
H -0.16 2.13 3.53 0.22
```

Its electronic energy is -1278.104422 Eh. The value obtained for the orbital gap is 8.585 eV. As for the relative energy (zero: lowest compared OMol25 entry of this formula, charge and spin): 162.5 kJ/mol. As for the multiplicity: 1. The SMILES is COc1ccc(Cn2cccc(NC(=O)Nc3cccc(OC)c3)c2=O)cc1. For the LUMO energy, the calculation gives 0.645 eV.

=====

Entry 2:
# C21H21N3O4S2

The molecule C21H21N3O4S2 at a distorted geometry (ωB97M-V/def2-TZVPD, the OMol25 dataset).

Structure (XYZ):
```
51
Properties=species:S:1:pos:R:3:nbo_charge:R:1
C 3.57 1.07 1.37 -0.35
C 2.36 1.05 1.88 -0.21
C 1.39 2.19 1.73 -0.28
N 0.39 1.90 0.72 -0.43
C -0.68 1.13 1.00 0.34
S -0.86 0.46 2.61 0.28
C -2.39 -0.48 2.35 -0.61
C -2.57 -1.12 0.98 0.57
O -3.67 -1.16 0.48 -0.56
C -1.43 -1.83 0.41 0.14
C -1.33 -2.50 -0.78 -0.22
C 0.00 -2.93 -0.89 -0.31
C 0.64 -2.50 0.24 0.30
C 2.06 -2.61 0.69 -0.28
N 2.15 -2.91 2.11 -0.62
C 2.68 -4.07 2.57 0.68
C 2.59 -4.21 4.07 -0.71
O 3.20 -4.88 1.83 -0.62
O -0.22 -1.83 1.03 -0.42
N -1.60 0.80 0.15 -0.54
C -1.45 1.24 -1.11 0.06
S -2.55 0.85 -2.37 0.47
C -1.59 1.77 -3.48 -0.42
C -0.48 2.34 -2.93 0.01
C 0.51 3.17 -3.64 -0.27
C 0.84 2.88 -5.08 -0.40
C 0.06 4.10 -4.73 -0.40
C -0.39 2.03 -1.54 -0.24
C 0.62 2.40 -0.59 0.67
O 1.61 3.08 -0.80 -0.62
H 4.25 0.23 1.47 0.20
H 3.94 1.92 0.82 0.21
H 1.98 0.19 2.42 0.20
H 1.92 3.09 1.39 0.26
H 0.88 2.39 2.68 0.22
H -3.24 0.19 2.53 0.26
H -2.38 -1.26 3.11 0.25
H -2.13 -2.65 -1.48 0.24
H 0.44 -3.49 -1.69 0.24
H 2.58 -1.66 0.49 0.21
H 2.56 -3.42 0.16 0.26
H 1.66 -2.29 2.74 0.40
H 3.06 -3.37 4.56 0.23
H 1.54 -4.26 4.37 0.23
H 3.08 -5.13 4.37 0.24
H -1.91 1.83 -4.50 0.23
H 1.31 3.50 -3.00 0.26
H 1.87 3.00 -5.39 0.22
H 0.33 2.06 -5.56 0.21
H 0.54 5.06 -4.80 0.22
H -0.99 4.12 -4.97 0.21
```

Its electronic energy is -2074.417535 Eh. The value obtained for the orbital gap is 8.342 eV. As for the relative energy (zero: lowest compared OMol25 entry of this formula, charge and spin): 231.1 kJ/mol. As for the multiplicity: 1. The SMILES is C=CCn1c(SCC(=O)c2ccc(CNC(C)=O)o2)nc2scc(C3CC3)c2c1=O. For the LUMO energy, the calculation gives 0.239 eV.

=====

Entry 3:
# C21H21N3O5S2

The molecule C21H21N3O5S2 at a distorted geometry (ωB97M-V/def2-TZVPD, the OMol25 dataset).

Structure (XYZ):
```
52
Properties=species:S:1:pos:R:3:nbo_charge:R:1
O -0.85 -3.32 0.86 -0.63
C -0.98 -2.12 0.83 0.66
C -0.68 -1.25 2.05 -0.61
S 0.86 -0.27 1.93 0.30
C 0.32 1.18 1.12 0.34
N -0.85 1.19 0.57 -0.56
C -1.24 2.31 -0.08 0.18
C -2.44 2.48 -0.81 -0.27
C -2.53 3.73 -1.34 -0.35
S -1.18 4.74 -0.98 0.49
C -0.44 3.45 -0.09 -0.39
C 0.85 3.48 0.52 0.65
O 1.63 4.41 0.57 -0.60
N 1.18 2.24 1.12 -0.43
C 2.50 2.12 1.72 -0.26
C 3.40 1.24 0.90 -0.02
C 4.14 0.22 1.50 -0.22
C 4.97 -0.58 0.75 -0.14
C 5.07 -0.38 -0.62 -0.19
C 5.94 -1.23 -1.47 0.78
O 6.04 -1.12 -2.67 -0.59
O 6.64 -2.15 -0.78 -0.69
C 4.34 0.63 -1.23 -0.15
C 3.51 1.44 -0.47 -0.17
N -1.42 -1.41 -0.22 -0.64
C -1.90 -2.00 -1.44 -0.24
C -3.44 -1.98 -1.48 0.10
C -4.08 -2.85 -0.38 -0.45
C -4.65 -1.83 0.60 -0.43
C -4.94 -0.65 -0.33 -0.06
O -3.89 -0.65 -1.28 -0.55
H -1.48 -0.55 2.25 0.25
H -0.52 -1.90 2.91 0.26
H -3.17 1.70 -0.94 0.25
H -3.33 4.12 -1.93 0.24
H 2.90 3.14 1.75 0.28
H 2.40 1.73 2.74 0.22
H 4.06 0.07 2.57 0.22
H 5.54 -1.37 1.22 0.23
H 7.18 -2.67 -1.38 0.50
H 4.43 0.77 -2.30 0.24
H 2.95 2.23 -0.94 0.21
H -1.51 -0.40 -0.11 0.44
H -1.51 -1.42 -2.28 0.20
H -1.54 -3.02 -1.50 0.23
H -3.76 -2.32 -2.48 0.18
H -4.87 -3.47 -0.80 0.21
H -3.34 -3.50 0.09 0.24
H -3.90 -1.54 1.34 0.20
H -5.54 -2.18 1.11 0.22
H -5.91 -0.80 -0.84 0.16
H -4.95 0.32 0.17 0.19
```

Its electronic energy is -2149.770658 Eh. The value obtained for the orbital gap is 8.808 eV. As for the relative energy (zero: lowest compared OMol25 entry of this formula, charge and spin): 0.0 kJ/mol. As for the multiplicity: 1. The SMILES is O=C(CSc1nc2ccsc2c(=O)n1Cc1ccc(C(=O)O)cc1)NC[C@H]1CCCO1. For the LUMO energy, the calculation gives 0.155 eV.

=====

Entry 4:
# C21H21N5

A cluster of 2 separate species, C21H21N5 in total at a distorted geometry (ωB97M-V/def2-TZVPD, the OMol25 dataset).

Structure (XYZ):
```
47
Properties=species:S:1:pos:R:3:nbo_charge:R:1
C 4.67 -1.18 -0.85 -0.68
C 3.50 -1.92 -0.36 0.37
N 3.08 -3.06 -0.95 -0.28
C 3.67 -3.62 -2.15 -0.41
C 2.04 -3.65 -0.22 0.10
C 1.75 -2.79 0.87 0.03
C 0.71 -3.14 1.73 -0.18
C -0.05 -4.28 1.42 -0.17
C 0.24 -5.08 0.30 -0.19
C 1.30 -4.77 -0.56 -0.22
C 2.66 -1.65 0.76 -0.14
C 2.76 -0.51 1.55 0.05
C 1.96 -0.06 2.63 -0.23
C 2.40 0.15 3.96 0.27
C 3.74 0.03 4.56 -0.66
N 1.34 0.57 4.71 -0.34
C 1.42 0.97 6.10 -0.41
C 0.20 0.72 3.92 0.12
C 0.58 0.39 2.59 -0.01
C -0.25 0.79 1.55 -0.19
C -1.49 1.36 1.85 -0.23
C -1.85 1.67 3.18 -0.20
C -0.97 1.39 4.24 -0.26
H 4.73 -0.23 -0.31 0.24
H 5.61 -1.72 -0.69 0.24
H 4.58 -0.95 -1.92 0.25
H 3.01 -4.38 -2.55 0.23
H 3.79 -2.83 -2.91 0.22
H 4.66 -4.06 -1.95 0.21
H 0.50 -2.52 2.59 0.23
H -0.90 -4.53 2.05 0.23
H -0.40 -5.94 0.08 0.22
H 1.52 -5.33 -1.47 0.21
H 3.69 0.06 1.39 0.19
H 4.43 -0.30 3.78 0.23
H 4.12 0.98 4.97 0.23
H 3.75 -0.71 5.38 0.23
H 0.41 1.24 6.44 0.22
H 1.79 0.15 6.72 0.21
H 2.08 1.84 6.23 0.20
H 0.13 0.67 0.54 0.27
H -2.19 1.58 1.04 0.22
H -2.80 2.15 3.39 0.21
H -1.18 1.66 5.27 0.21
N -0.03 -0.97 -0.69 -0.60
N -0.95 -1.72 -0.50 0.16
N -1.84 -2.46 -0.29 -0.46
```

Its electronic energy is -1086.481807 Eh. The value obtained for the orbital gap is 4.338 eV. As for the relative energy (zero: lowest compared OMol25 entry of this formula, charge and spin): 471.2 kJ/mol. As for the multiplicity: 1. For the LUMO energy, the calculation gives -1.429 eV.